Molecular formula: C37H15CrF15GeNS5
Method: DFT, ωB97M-V/def2-TZVPD

orbital gap (spin up / spin down): 5.273 / 5.737 eV
<S²>: 3.86
DFT total energy: -8084.026675 Eh
HOMO energy (spin up / spin down): -6.67 / -6.66 eV
energy relative to the best compared isomer or geometry (same formula, charge and spin): 33.4 kJ/mol
maximum force: 1.02 eV/Å
spin multiplicity: 4

Last column: Löwdin charge in e.
CARTESIAN COORDINATES (ANGSTROEM)
Cr  -0.34764  -1.17315  -1.49658  0.1084
S  -2.00452  0.00926  -4.18412  0.4942
C  -3.59320  0.25666  -3.55688  -0.7769
C  -4.54799  1.15050  -4.08900  -0.1171
C  -5.80547  1.28325  -3.53577  -0.0939
C  -6.18969  0.52426  -2.42636  -0.1037
C  -5.28445  -0.36706  -1.88332  -0.1105
C  -4.00732  -0.46623  -2.43860  -0.5414
S  -2.82992  -1.66010  -1.85753  0.9456
C  -3.14687  -1.54588  -0.05652  -0.3481
C  -2.15095  -2.43321  0.61855  -0.3105
C  -2.46196  -3.19085  1.73541  0.0033
C  -1.52849  -4.08969  2.21229  -0.0217
C  -0.34414  -4.26908  1.51859  0.0026
C  -0.09024  -3.48006  0.41452  -0.3248
C  1.13437  -3.71363  -0.43454  -0.3664
S  0.81677  -3.14186  -2.14373  1.0017
C  2.38335  -2.42180  -2.59910  -0.5510
C  3.56023  -3.15079  -2.47183  -0.0945
C  4.75693  -2.56000  -2.83382  -0.0809
C  4.74928  -1.25932  -3.33533  -0.0696
C  3.56497  -0.55414  -3.46865  -0.0894
C  2.34440  -1.12008  -3.08719  -0.6786
S  0.81111  -0.25122  -3.27054  0.5707
N  -0.95276  -2.52498  0.02617  -0.0353
H  -4.25973  1.73607  -4.95391  0.1012
H  -6.50967  1.98265  -3.97255  0.1009
H  -7.18256  0.61510  -2.00534  0.0959
H  -5.59285  -0.99107  -1.05394  0.0930
H  -4.14712  -1.88195  0.19613  0.0812
H  -3.05183  -0.49916  0.23422  0.0971
H  -3.43573  -3.08676  2.19565  0.1256
H  -1.74331  -4.68916  3.08880  0.1215
H  0.37577  -5.02100  1.81545  0.1277
H  1.36987  -4.77519  -0.44292  0.0956
H  1.99067  -3.15208  -0.06146  0.0527
H  3.54349  -4.17058  -2.10152  0.1119
H  5.68490  -3.10826  -2.73373  0.1044
H  5.68315  -0.79194  -3.62538  0.1075
H  3.56661  0.45908  -3.85395  0.1112
F  -1.41374  2.49790  2.59959  0.1058
C  -0.98849  1.38659  3.21695  -0.2058
C  0.13001  0.69456  2.78038  -0.1124
C  0.47354  -0.43057  3.52038  -0.2473
F  1.56155  -1.14913  3.22097  0.0822
C  -0.25375  -0.86060  4.61021  -0.1432
F  0.10643  -1.94907  5.29298  0.1258
C  -1.36971  -0.14733  5.00083  -0.1329
F  -2.08083  -0.54923  6.04989  0.1401
C  -1.73880  0.98463  4.30740  -0.1427
F  -2.81026  1.67595  4.69312  0.1318
Ge  1.15058  1.11568  1.14634  0.7366
S  1.51370  -0.64196  -0.04030  0.4708
C  0.14256  2.47319  0.19041  -0.1361
C  0.38512  3.82738  0.33202  -0.2143
F  1.36379  4.27851  1.12991  0.1083
C  -0.37161  4.77969  -0.31481  -0.1302
F  -0.11146  6.07549  -0.16545  0.1396
C  -1.43069  4.37952  -1.10610  -0.1157
F  -2.18441  5.29009  -1.70813  0.1505
C  -1.72627  3.03719  -1.25473  -0.1268
F  -2.78462  2.67744  -1.95450  0.1588
C  -0.91299  2.12501  -0.61650  -0.1794
F  -1.24633  0.79784  -0.73539  -0.0320
C  2.91117  1.81406  1.57989  -0.1399
C  3.53404  1.71942  2.81085  -0.2031
F  2.89011  1.24529  3.88771  0.1019
C  4.84505  2.10926  3.00237  -0.1387
F  5.41766  2.01289  4.20205  0.1303
C  5.56571  2.60673  1.93608  -0.1273
F  6.82743  2.98913  2.10634  0.1413
C  4.97990  2.71291  0.68992  -0.1369
F  5.68366  3.19132  -0.33389  0.1345
C  3.67029  2.31547  0.53256  -0.2355
F  3.14421  2.43820  -0.69098  0.1027